{"formula": "C3H4ClO4S", "method": "ωB97M-V/def2-TZVPD", "elements": ["H", "C", "S", "H", "C", "O", "H", "C", "H", "O", "O", "Cl", "O"], "coordinates": [[1.9013, -1.4189, -0.4483], [0.4128, 0.4628, 0.2205], [-1.3518, 0.6182, 1.5320], [1.0979, -1.7662, -2.0526], [0.4276, 0.0126, -1.0096], [-1.5231, -0.7278, 1.3150], [2.0460, -0.5967, -2.2365], [1.4973, -1.0125, -1.4512], [-0.3054, 0.3004, -1.7868], [-0.7862, 1.4385, 0.3799], [0.8377, 0.2582, 1.3196], [-3.2882, 1.2805, 1.4156], [-0.9659, 1.1509, 2.8024]], "de_lowest_ev": 2.186, "charge": -1, "energy_ev": -34722.5737, "e_homo_ev": -3.7852}